1.
{
  "formula": "C5H10N2O",
  "method": "ωB97M-V/def2-TZVPD",
  "homo_ev": -8.80,
  "lumo_ha": 0.00230,
  "gap_ev": 8.86,
  "e_tot_ev": -10372.157,
  "charge": 0,
  "spin_multiplicity": 1,
  "largest_force_ev_per_a": 4.530,
  "elements": ["H", "H", "N", "H", "C", "H", "H", "C", "O", "C", "H", "H", "N", "H", "H", "H", "C", "C"],
  "coordinates": [[-0.5774, 2.9176, 0.2703], [-2.1844, -2.0935, -0.2699], [0.1284, 1.1518, -1.6307], [-2.2421, -0.3468, -0.5502], [0.3701, 1.2144, -0.3874], [1.2100, -1.8833, 1.4248], [0.4888, 2.1048, 1.4054], [1.5620, 0.2233, 0.2714], [2.0552, 0.6249, 1.3219], [-1.5781, -1.2102, -0.5037], [-0.8693, -0.5683, 1.4803], [2.1353, -0.0086, -0.6352], [-0.0524, 2.1044, 0.5489], [0.9985, -2.1352, -0.3733], [-0.4976, 1.8822, -1.9719], [-1.1072, -1.3414, -1.4769], [-0.5585, -1.0543, 0.5651], [0.7186, -1.5817, 0.5111]]
}

2.
{
  "formula": "C4H7NO2",
  "method": "ωB97M-V/def2-TZVPD",
  "homo_ev": -8.68,
  "smiles": "O=C1CNC[C@@H]1O",
  "lumo_ha": 0.03185,
  "gap_ev": 9.55,
  "e_tot_ev": -9845.330,
  "charge": 0,
  "spin_multiplicity": 1,
  "largest_force_ev_per_a": 2.209,
  "elements": ["C", "H", "C", "N", "O", "H", "H", "O", "H", "C", "H", "H", "C", "H"],
  "coordinates": [[0.7644, -0.0767, -1.2144], [0.7192, 1.0506, 2.2366], [-0.1867, -0.1846, 1.0721], [-0.6240, -0.2994, -1.2354], [-0.1897, 0.9167, 1.9430], [-1.4522, 1.0460, -0.1672], [-2.0585, -0.7783, 0.1543], [2.1942, -0.1610, 0.7238], [1.1492, 0.8892, -1.5798], [-1.2705, -0.0144, 0.0208], [-1.1657, -0.2164, -2.0672], [1.2786, -0.8668, -1.7530], [1.0827, -0.1715, 0.2447], [-0.2410, -1.1335, 1.6217]]
}

3.
{
  "formula": "C36H46As2N3O3PdS",
  "method": "ωB97M-V/def2-TZVPD",
  "homo_ev": [-9.82, -9.82],
  "lumo_ha": [-0.14620, -0.19769],
  "gap_ev": [5.84, 4.44],
  "s2": 2.01,
  "e_tot_ev": -184677.290,
  "charge": 1,
  "spin_multiplicity": 3,
  "largest_force_ev_per_a": 0.683,
  "elements": ["Pd", "H", "C", "C", "H", "H", "H", "H", "C", "C", "C", "C", "O", "C", "H", "S", "H", "C", "H", "C", "C", "As", "H", "H", "C", "H", "H", "H", "H", "C", "H", "C", "O", "O", "N", "H", "As", "C", "H", "H", "C", "C", "H", "C", "C", "H", "H", "H", "C", "H", "C", "C", "C", "H", "H", "H", "C", "H", "H", "C", "H", "H", "C", "C", "H", "C", "C", "H", "N", "N", "H", "C", "H", "H", "C", "C", "H", "H", "H", "H", "H", "H", "C", "C", "C", "H", "H", "C", "H", "H", "C", "H"],
  "coordinates": [[0.0085, 0.3505, -0.2790], [0.5627, -0.8299, 4.4388], [3.7049, 2.0199, -0.0559], [-3.2100, 0.4821, 4.4013], [-3.7082, 2.8213, -1.8097], [2.9048, -3.2303, -0.2531], [-1.1343, -2.3041, 1.5000], [0.0308, -2.2576, -5.0303], [1.2107, -0.5942, 2.4081], [-1.6450, -2.3710, 2.4608], [3.6845, -1.1658, 1.9740], [4.9388, 0.7893, -1.8830], [-2.3844, -0.5840, -7.6637], [-2.6345, 2.6450, -1.8739], [-2.4194, 2.0001, -2.7208], [-2.2993, -1.3525, -6.4457], [4.2021, 2.8884, -0.4826], [-2.3149, 3.3381, 0.9995], [-3.2314, 3.8506, 0.7062], [-0.1317, 2.3640, 3.2123], [-2.4990, -1.0381, -3.0436], [-2.0396, 1.8428, -0.2151], [-2.4089, -0.0428, -3.4666], [-2.3379, -3.5713, -1.7005], [-3.3007, -0.7313, -0.1633], [-4.6835, 1.9961, 1.3242], [5.9174, -0.3310, -3.4207], [-2.5700, -2.9296, 2.3323], [1.7211, -2.0462, 3.8748], [3.2162, -0.3656, -0.7064], [-1.9854, -1.7324, -3.7042], [-5.3825, -1.2826, 0.8999], [-3.4389, -1.2204, -5.5479], [-1.7850, -2.7007, -6.5657], [2.1521, -0.3435, 0.2407], [1.3331, -1.1894, -3.1676], [-1.7660, -1.1768, -1.2526], [3.9603, 0.8012, -0.8926], [-0.9977, -2.9484, 3.1268], [-0.5898, -3.3904, -1.5414], [-0.0787, -1.2086, -4.7860], [0.3936, 0.7157, -3.4387], [-3.5483, -1.3188, -2.9600], [-1.0516, -0.4937, -5.4564], [-5.5231, 0.0318, 1.3132], [0.1141, 2.4986, 2.1537], [-2.3996, 2.9736, 2.0185], [5.5260, 1.6815, -2.0553], [-2.2739, 1.4885, 4.2154], [-0.5615, 2.5504, -4.0451], [2.3695, -0.6931, 1.4449], [-4.5594, 0.9743, 0.9878], [-1.9102, -1.0101, 3.0239], [-0.4929, 3.3133, 3.6032], [-1.8903, 1.4244, -5.8295], [-1.4815, 4.0336, 0.9176], [3.4263, -1.5240, -1.4561], [1.5494, -2.5269, -1.1282], [4.0802, 1.8935, 0.9620], [4.4159, -1.4917, -2.4311], [0.9371, 2.2296, -2.1763], [-2.1228, 3.5986, -2.0067], [-1.1731, 0.8700, -5.2371], [5.1621, -0.3437, -2.6478], [4.0434, -0.4923, 2.7532], [-3.4444, 0.5954, 0.2518], [-1.0026, 0.0310, 2.8238], [0.8016, 2.1303, 3.7305], [0.1041, -0.1656, 1.9439], [0.9317, 1.2129, -2.2042], [-4.1845, -2.6971, -0.1685], [-4.2749, -1.6673, 0.1568], [-6.3883, 0.3269, 1.8911], [-1.6066, -3.4421, -0.0788], [-1.1536, 1.2849, 3.4161], [-1.5476, -3.1066, -1.1098], [4.5912, -2.3717, -3.0353], [2.7609, -3.4891, -1.9896], [4.4299, -1.2194, 1.1845], [2.2808, -0.4308, 4.2538], [3.5771, -2.1499, 2.4305], [2.6351, 2.2424, 0.0238], [0.6349, -0.6142, -3.7570], [-3.0252, -0.7576, 3.8124], [1.4476, -0.9907, 3.8290], [-2.4137, 2.4496, 4.6938], [1.9106, 0.9471, -2.1113], [-0.4454, 1.4900, -4.2329], [-6.1401, -2.0128, 1.1502], [-4.0812, 0.6640, 5.0146], [2.6172, -2.7588, -1.1957], [-3.7470, -1.5481, 3.9735]]
}

4.
{
  "formula": "C4H4O4S3",
  "method": "ωB97M-V/def2-TZVPD",
  "homo_ev": 0.42,
  "smiles": "O=C(O)C/C(SS[S-])=C(\\[O-])O",
  "lumo_ha": 0.20758,
  "gap_ev": 5.23,
  "e_tot_ev": -44909.558,
  "charge": -2,
  "spin_multiplicity": 1,
  "largest_force_ev_per_a": 2.554,
  "elements": ["S", "C", "O", "H", "O", "H", "H", "H", "O", "C", "C", "C", "S", "S", "O"],
  "coordinates": [[2.3119, -0.2211, -1.5543], [-1.3213, -0.4336, 0.3382], [-1.6708, -2.8861, 0.2731], [0.8873, -1.4824, -0.8444], [0.1323, -2.1610, -0.5706], [1.2706, 2.2589, 0.5514], [-1.8682, -0.4501, 1.3088], [-1.8379, -0.0435, -0.5144], [0.6698, 2.6280, -0.1572], [-0.9719, -1.9000, 0.0813], [-0.1783, 0.5890, 0.5297], [-0.3084, 1.7188, -0.3225], [1.0805, 0.3041, 1.6338], [3.0496, 0.0489, 0.3196], [-1.2451, 2.0300, -1.0724]]
}